No. 1
Here is a molecular structure, C24H36N2O2 in a non-equilibrium geometry from the Open Molecules 2025 dataset. Energies are from wB97M-V/def2-TZVPD.

Properties
F_max, Eh/bohr: 0.34937
Energy relative to the best compared isomer or geometry (same formula, charge and spin), kJ/mol: 2495.3
Gap between HOMO and LUMO, eV: 8.62

```
64
Properties=species:S:1:pos:R:3:forces:R:3:mulliken_charge:R:1
C 6.208 -4.659 2.759 -1.744 5.757 -3.146 -1.7007
H 6.586 -4.715 1.767 0.301 -0.237 -0.770 0.3745
H 6.849 -4.915 3.410 4.821 -2.608 4.818 0.7043
H 5.293 -5.078 2.856 -2.819 -1.305 0.333 0.4403
C 6.069 -2.936 3.159 0.618 -6.083 -8.461 0.9166
C 5.208 -2.649 2.027 3.074 -0.547 4.126 -0.2546
C 4.459 -2.338 1.212 -4.450 4.919 -7.295 -0.4320
C 3.716 -1.562 0.026 0.683 -5.139 4.420 0.6286
C 3.772 -0.251 -0.321 -4.205 -1.431 -3.226 -0.9654
C 2.831 0.191 -1.284 2.013 0.143 -1.510 -0.1134
C 2.093 -0.741 -2.189 3.183 2.673 5.754 1.0194
C 2.131 -1.987 -1.724 -0.400 -1.988 2.897 -0.3996
C 2.771 -2.394 -0.471 -1.123 -3.421 -5.551 -0.7615
H 2.736 -3.598 -0.471 0.254 3.053 1.219 0.1997
H 1.377 -2.590 -2.165 -0.156 -1.324 -0.367 0.3662
C 1.087 -0.286 -3.026 -3.812 3.606 -3.798 -2.0399
N -0.299 0.288 -2.431 6.185 -0.428 -8.528 0.1359
C -0.145 1.328 -1.589 -0.376 4.547 -2.389 -0.7857
H 0.452 2.284 -2.213 -1.077 -2.987 2.144 0.2182
C -1.546 1.867 -1.430 2.522 9.204 -2.043 0.2222
N -2.278 0.995 -0.793 -4.061 -6.209 -0.084 0.3026
C -2.362 -0.367 -1.822 -1.214 4.425 2.891 -1.6740
C -1.023 -0.797 -2.110 -1.581 -3.289 2.007 -0.3641
H -1.098 -1.756 -2.741 0.893 1.718 0.408 0.3493
H -0.477 -0.896 -1.207 -0.452 -2.983 2.294 0.4849
H -3.120 -0.914 -1.382 -0.739 -2.008 1.220 0.5475
H -2.881 0.170 -2.547 -0.348 0.401 -2.451 0.6786
C -3.642 1.367 -0.442 3.185 -2.317 9.025 -0.6038
H -3.462 2.088 0.391 -0.108 0.370 -0.786 0.2409
C -4.286 0.220 0.697 6.192 1.828 -0.297 -1.1343
C -5.417 0.856 1.273 -4.909 -8.963 -0.460 -0.9101
C -6.442 1.320 0.401 -3.727 -5.100 -4.525 -0.5157
C -5.992 2.233 -0.662 -1.055 -5.990 -4.032 -1.3576
C -4.721 1.720 -1.190 -1.742 0.918 -10.843 0.0261
H -4.981 0.803 -1.826 -0.049 0.731 0.637 0.2900
H -4.342 2.417 -2.218 -0.903 -1.265 2.884 0.0769
H -6.679 2.666 -1.364 -0.515 -0.702 -0.601 0.4216
H -5.809 2.911 -0.098 2.839 9.589 6.317 0.6443
H -7.369 1.602 0.845 -0.522 0.320 0.581 0.3677
H -6.755 0.186 -0.284 0.456 2.978 1.947 0.1987
H -6.004 -0.050 2.117 1.517 2.352 -2.436 0.2452
H -5.131 1.405 1.935 3.064 7.310 7.431 0.7038
H -3.384 -0.077 1.452 -2.156 1.102 -1.509 0.1461
H -4.501 -0.661 0.261 -0.917 -2.995 -2.005 0.6955
C -1.274 3.262 -0.552 -13.176 -9.897 7.155 -1.7305
H -2.522 3.828 -0.420 3.318 -1.404 -0.845 0.1627
H -0.838 3.937 -0.930 6.860 8.869 -5.300 1.4846
C -1.073 2.997 1.020 9.301 4.747 -8.307 -0.9568
O -1.159 4.130 1.690 -8.609 -5.929 6.683 -0.4748
H -0.654 4.724 1.422 6.939 7.875 -3.855 0.2508
H 0.176 2.814 0.847 -2.503 -0.424 1.184 0.1715
H -1.412 2.149 1.272 -3.331 -5.715 2.847 0.8814
H -2.054 2.464 -2.470 1.553 -2.194 2.060 0.1569
H 0.184 1.042 -0.620 1.068 0.184 1.331 0.5077
H 0.720 -0.972 -3.780 0.139 -0.715 0.203 0.7068
H 1.446 0.526 -3.679 -0.073 0.204 0.437 0.4892
H 2.953 1.267 -1.525 -0.664 -0.684 -0.003 0.3799
H 4.400 0.269 0.228 2.769 3.395 2.084 0.6944
C 7.389 -2.359 2.850 -0.717 1.658 8.788 -1.3835
H 7.616 -2.657 1.951 2.028 -0.867 -4.644 0.4948
H 8.043 -2.627 3.768 -0.153 -0.164 -1.881 0.2784
H 7.150 -1.350 3.141 0.766 1.263 -1.179 0.3811
O 5.381 -2.788 4.205 1.058 -1.507 9.845 -0.5732
H 6.037 -3.354 4.994 -3.212 2.681 -2.842 0.4457
```
Forces are in eV/Å.


No. 2
Here is a gas-phase ion, C27H33N4OS (charge +1) in a non-equilibrium geometry from the Open Molecules 2025 dataset. Energies are from wB97M-V/def2-TZVPD.

Properties
F_max, Eh/bohr: 0.04902
Total charge: +1
Gap between HOMO and LUMO, eV: 8.18

```
66
Properties=species:S:1:pos:R:3:forces:R:3:mulliken_charge:R:1
C -0.672 1.618 -3.884 0.666 1.389 -1.351 -0.4772
C -1.804 2.681 -3.949 0.211 0.234 -0.604 -0.6956
N -2.577 2.376 -2.750 1.009 0.057 -0.869 0.0913
C -3.796 2.999 -2.297 0.003 -0.600 -0.447 -0.7315
C -4.148 2.175 -1.062 -0.607 0.519 1.268 -0.3953
S -3.101 0.665 -0.902 0.323 0.393 -0.716 -0.0589
C -2.066 1.276 -2.182 0.501 0.083 0.469 0.4468
N -0.885 0.888 -2.664 -0.968 -0.223 1.106 -0.0142
H -0.751 0.973 -4.798 0.477 1.032 1.149 0.1961
H 0.316 2.120 -3.814 -0.458 -0.472 -0.456 0.3269
H -1.379 3.696 -3.980 -0.393 -0.231 0.308 0.3144
H -2.425 2.551 -4.857 0.204 0.088 0.466 0.3490
H -3.679 4.079 -2.139 0.330 -0.329 0.486 0.3206
H -4.573 2.953 -3.060 -0.037 -0.409 -0.154 0.3083
H -3.936 2.759 -0.159 -0.190 -0.165 -0.156 0.3210
H -5.203 1.887 -1.043 0.283 -0.052 0.010 0.4216
C 3.506 -1.843 3.502 0.846 -0.349 -0.106 -0.9921
N 2.310 -1.475 2.816 -0.968 0.290 0.299 0.2348
C 1.175 -1.181 3.548 0.446 -0.818 0.629 0.2660
O 1.083 -1.297 4.767 -0.080 0.535 -1.715 -0.6960
C 0.094 -0.809 2.538 -0.020 -0.542 -0.285 -0.0260
C -0.431 0.625 2.668 -0.173 -0.084 0.456 -0.2155
C -1.127 0.794 3.998 0.022 0.495 0.243 0.5475
C -0.684 1.792 4.869 -0.196 -0.521 0.015 -0.4283
C -1.241 1.897 6.142 -0.049 0.312 0.081 -0.5527
C -2.278 1.058 6.552 0.192 -0.364 -0.511 -0.4994
C -2.744 0.086 5.654 0.125 0.266 -0.060 -0.6912
C -2.182 -0.032 4.378 -0.004 -0.100 0.307 -0.2346
N 0.767 -1.075 1.265 -0.650 1.170 -1.060 0.4904
C 0.161 -0.741 0.095 -1.005 0.218 0.253 0.6505
C 0.756 -0.828 -1.125 -0.536 0.557 0.880 -0.2425
C -0.034 -0.626 -2.341 -2.392 0.186 -0.774 0.1186
C 0.669 -0.871 -3.654 0.770 -0.524 -0.721 -0.4700
C -0.027 -0.977 -4.867 -0.657 -0.579 -0.327 0.0234
C 0.580 -1.396 -6.064 -0.196 0.421 0.674 -0.9780
C 1.903 -1.800 -6.062 -0.171 0.427 0.556 -0.3412
C 2.634 -1.661 -4.876 0.284 0.794 0.037 -0.7898
C 2.087 -1.062 -3.742 -0.940 -0.064 1.227 -0.2084
C 2.177 -1.436 1.358 0.780 0.080 0.221 -0.0115
C 3.209 -0.415 0.784 0.073 0.341 0.220 -1.3025
C 2.429 -2.820 0.715 -0.103 -0.073 0.594 -1.4097
H 3.307 -1.798 4.578 0.121 0.013 -0.312 0.3755
H 3.824 -2.853 3.224 -0.116 -0.063 0.172 0.3170
H 4.333 -1.184 3.223 -0.094 0.100 0.253 0.3091
H -0.723 -1.549 2.599 0.154 0.442 0.393 0.2501
H 0.411 1.344 2.616 -0.468 -0.368 -0.279 0.2476
H -1.173 0.809 1.874 0.466 0.096 0.039 0.2313
H 0.126 2.441 4.530 -0.201 -0.097 0.334 0.3300
H -0.859 2.656 6.821 -0.090 -0.125 -0.073 0.3685
H -2.695 1.130 7.561 0.151 0.011 -0.433 0.3797
H -3.541 -0.587 5.954 0.079 0.083 -0.055 0.3817
H -2.524 -0.810 3.683 -0.008 0.282 0.390 0.3317
H -0.916 -0.344 0.178 1.761 -0.923 0.056 -0.4511
H 1.799 -1.131 -1.018 -0.693 0.326 -1.364 -0.2859
H -1.118 -1.033 -2.257 2.297 -0.554 -0.295 0.8352
H -1.100 -0.692 -4.930 0.769 -0.807 0.254 0.6398
H 0.011 -1.353 -6.985 -0.008 -0.191 0.064 0.4037
H 2.371 -2.091 -6.992 0.106 -0.285 0.140 0.3996
H 3.686 -1.910 -4.858 0.068 0.051 -0.100 0.4084
H 2.701 -0.730 -2.855 -0.527 -0.893 -1.212 0.2957
H 3.186 0.549 1.309 -0.243 -0.246 -0.001 0.3456
H 4.229 -0.805 0.908 -0.348 -0.077 0.068 0.4957
H 3.104 -0.194 -0.281 -0.036 -0.119 0.274 0.2854
H 1.898 -3.566 1.324 0.232 0.063 -0.235 0.3989
H 2.044 -2.885 -0.311 0.266 0.027 0.380 0.3152
H 3.510 -3.019 0.731 -0.392 -0.136 -0.099 0.4262
```
Forces are in eV/Å.


No. 3
Here is a molecular structure, C19H41N4O6V in a non-equilibrium geometry from the Open Molecules 2025 dataset. Energies are from wB97M-V/def2-TZVPD.

Properties
F_max, Eh/bohr: 0.06684
2S+1: 4
Total charge: +1
Gap between HOMO and LUMO (spin up / spin down), eV: 6.43 / 6.37

```
71
Properties=species:S:1:pos:R:3:forces:R:3:mulliken_charge:R:1
V 1.561 3.593 -1.660 -0.717 -3.153 1.164 1.1461
C 0.460 -0.284 -0.750 0.144 -0.516 -0.412 -0.3787
C 0.476 1.174 -0.390 -0.500 0.640 1.294 0.7257
O 0.343 2.045 -1.496 1.868 2.398 -0.336 -0.6245
H 0.589 -0.909 0.136 0.026 0.094 0.038 0.2662
H 1.235 -0.549 -1.474 0.143 0.108 0.162 -0.0118
H -0.478 -0.591 -1.218 -0.082 0.212 0.102 -0.0548
H 1.328 1.464 0.249 0.393 -0.373 -0.527 0.0671
H -0.327 1.389 0.337 -0.332 -0.161 -0.476 -0.1043
C 0.695 -0.597 -4.012 0.142 -0.365 0.094 0.1397
O 1.673 -1.325 -4.134 -0.562 0.495 0.180 -0.5991
N -0.601 -0.987 -4.072 0.718 0.730 -0.400 0.1376
C -1.685 -0.031 -3.833 0.453 -1.351 0.143 -0.5891
C -0.914 -2.376 -4.270 -0.845 -0.518 1.251 -0.6864
H 0.778 0.479 -3.767 0.070 -0.041 -0.180 0.2033
H -2.036 -0.245 -2.821 -0.407 0.440 -0.075 0.0407
H -2.466 -0.262 -4.556 -0.166 0.403 0.061 0.3708
H -1.330 0.991 -3.903 -0.021 0.049 -0.083 0.2355
H -1.286 -2.633 -5.260 0.436 0.059 -0.213 0.3214
H -0.083 -2.978 -3.914 0.278 -0.044 -0.698 0.1055
H -1.719 -2.657 -3.573 -0.095 0.222 -0.133 0.2478
C -4.724 4.077 1.810 -0.744 0.363 0.095 0.1963
O -5.515 4.745 2.438 0.309 0.030 0.069 -0.5565
N -3.484 3.724 2.212 0.483 -0.640 -0.637 0.1100
C -2.802 4.273 3.357 -1.136 0.430 0.467 -1.0009
C -2.644 2.905 1.369 0.550 -0.357 0.572 -0.9647
H -4.990 3.699 0.806 0.184 -0.206 0.051 0.2910
H -1.902 4.775 3.005 0.279 -0.124 0.358 0.3120
H -2.652 3.514 4.126 0.577 -0.139 -0.203 0.3111
H -3.456 4.995 3.848 0.026 0.169 -0.284 0.3713
H -3.193 2.300 0.651 -0.160 0.435 -0.239 0.2349
H -1.841 3.502 0.916 -0.238 -0.029 -0.359 0.3125
H -2.115 2.172 1.990 -0.120 0.051 0.111 0.3325
C 4.169 2.805 0.372 0.022 -0.267 0.182 0.0885
O 3.201 2.875 -0.418 -0.861 0.815 -0.997 -0.5981
N 4.794 1.687 0.657 -0.139 0.684 -0.172 0.1117
C 5.850 1.688 1.660 0.017 -0.457 0.308 -0.7884
C 4.463 0.423 -0.014 0.043 0.712 0.384 -0.7036
H 4.554 3.674 0.910 -0.151 0.138 -0.085 0.3441
H 6.056 2.677 2.061 -0.148 0.158 -0.274 0.3159
H 6.767 1.282 1.236 -0.007 -0.068 0.036 0.3212
H 5.517 1.079 2.502 0.191 -0.139 -0.050 0.2932
H 5.344 0.138 -0.584 -0.104 -0.434 0.028 0.3467
H 4.181 -0.279 0.766 0.202 -0.335 -0.202 0.1984
H 3.618 0.603 -0.669 0.028 -0.119 -0.088 0.1248
C -3.720 -1.185 1.102 0.969 -0.088 0.119 -0.3329
C -3.915 -2.310 0.110 -0.732 0.279 -0.010 0.6764
O -3.907 -3.458 0.459 0.274 -0.475 0.140 -0.5490
C -4.213 -1.907 -1.308 0.330 -0.061 -0.664 -0.5362
H -3.722 -0.210 0.618 -0.513 0.096 0.187 -0.0140
H -2.732 -1.265 1.572 -0.012 -0.249 -0.123 -0.0599
H -4.417 -1.321 1.927 -0.270 0.348 -0.171 0.4167
H -4.958 -1.114 -1.383 0.098 0.112 0.175 0.3640
H -4.528 -2.731 -1.944 -0.055 -0.221 0.319 0.3410
H -3.276 -1.546 -1.748 -0.102 0.231 0.068 -0.2836
C 0.044 -2.028 3.581 -0.695 -0.372 -0.287 -1.0055
C 1.260 -1.165 3.771 0.192 -0.959 0.217 0.6465
O 1.371 -0.418 4.705 -0.060 0.467 0.132 -0.5462
C 2.373 -1.323 2.771 0.831 0.941 -0.734 -0.4448
H 0.064 -2.628 2.669 0.096 0.200 -0.105 0.2694
H -0.867 -1.427 3.586 0.097 0.115 -0.010 0.1791
H -0.092 -2.750 4.389 0.308 0.199 0.208 0.4045
H 2.137 -0.694 1.899 -0.290 -0.243 -0.032 -0.2891
H 2.605 -2.316 2.392 -0.387 -0.178 0.205 0.4380
H 3.298 -0.871 3.137 -0.108 -0.158 0.379 0.3229
C 1.779 -4.018 -1.750 0.522 0.255 0.150 -0.4373
C 2.270 -4.686 -2.949 0.113 -0.173 -0.358 0.2238
N 2.673 -5.178 -3.907 -0.162 0.102 0.333 -0.4087
H 2.053 -2.964 -1.822 -0.312 0.070 -0.154 -0.0242
H 2.303 -4.388 -0.868 -0.153 -0.274 -0.028 0.4224
H 0.707 -4.146 -1.635 -0.028 0.036 0.015 0.2644
```
Forces are in eV/Å.